Below is a molecular structure, C70H166As2F12N10O19 in a non-equilibrium geometry, with properties calculated with ωB97M-V/def2-TZVPD.

Geometry as XYZ:
```
279
Properties=species:S:1:pos:R:3:forces:R:3
C 2.235 -4.604 2.609 -0.029 1.673 2.039
C 1.776 -5.198 3.957 -0.932 -0.805 -0.900
C 2.524 -4.547 5.064 2.586 -0.749 0.022
C 2.067 -4.777 6.499 -0.500 -0.948 -0.402
C 0.632 -4.272 6.496 0.843 1.088 0.043
C -0.343 -4.942 5.563 1.046 0.087 -0.584
N 0.331 -4.884 4.226 -2.790 1.374 -4.637
O -0.352 -4.516 3.261 2.480 -1.190 3.392
C -1.600 -4.152 5.467 -0.058 1.464 -1.388
C -0.660 -6.362 5.914 -0.099 0.178 0.656
C 1.835 -6.715 3.874 0.262 -0.972 -1.583
H 1.874 -3.578 2.597 -0.304 0.172 -0.329
H 2.003 -5.091 1.709 -0.636 -0.953 -0.931
H 3.302 -4.454 2.693 0.524 -0.425 -0.052
H 2.503 -3.494 4.858 0.100 0.675 0.073
H 3.568 -4.891 4.802 -0.756 0.369 0.905
H 2.629 -4.092 7.142 0.087 -0.513 0.056
H 2.136 -5.847 6.822 0.247 0.890 -0.129
H 0.795 -3.241 6.159 -0.741 0.025 0.293
H 0.160 -4.245 7.456 -0.156 0.004 0.778
H -2.003 -4.142 6.453 -0.650 0.146 0.656
H -2.335 -4.415 4.689 0.311 -0.599 0.517
H -1.294 -3.137 5.167 -0.287 -0.085 0.462
H -1.299 -6.249 6.802 0.170 -0.638 -0.317
H 0.151 -7.041 6.055 0.715 -0.080 0.647
H -1.162 -6.743 5.078 -1.444 -0.822 -0.950
H 2.815 -6.994 3.411 -0.590 0.271 0.689
H 1.089 -7.074 3.122 0.353 0.318 0.611
H 1.672 -7.265 4.788 0.193 0.035 0.289
C -0.502 -2.664 -0.005 -0.197 0.751 2.632
C -1.586 -1.739 -0.478 -0.130 -0.670 -1.091
C -2.584 -1.305 0.544 0.210 1.785 1.123
C -2.074 -0.185 1.489 -0.198 -1.041 0.063
C -1.617 0.991 0.675 -1.176 0.466 -0.231
C -0.444 0.675 -0.205 0.519 -0.499 0.698
N -0.773 -0.560 -0.935 1.234 -0.437 -6.515
O -0.304 -0.645 -2.106 -1.818 0.083 4.690
C 0.809 0.299 0.604 1.032 0.075 -0.147
C -0.104 1.768 -1.168 -1.498 -0.695 -1.045
C -2.305 -2.443 -1.650 -1.639 3.565 -0.393
H 0.184 -2.834 -0.751 1.601 -0.324 -1.888
H -0.923 -3.605 0.258 -0.492 -0.597 0.413
H 0.011 -2.211 0.854 -0.031 -0.413 0.016
H -2.803 -2.122 1.192 -0.536 -0.993 0.058
H -3.470 -0.905 0.045 -0.116 -0.299 -0.068
H -1.281 -0.605 2.143 -0.480 0.478 -0.156
H -2.927 0.105 2.115 0.331 -0.031 0.116
H -1.365 1.832 1.312 0.181 0.218 0.036
H -2.459 1.291 0.004 0.562 -0.048 0.467
H 1.381 1.215 0.853 -0.520 -0.391 -0.244
H 1.469 -0.332 -0.021 -0.147 0.283 0.368
H 0.579 -0.200 1.533 0.002 -0.140 0.179
H 0.672 1.461 -1.846 0.729 0.440 0.094
H 0.046 2.603 -0.539 0.828 1.158 0.277
H -0.978 2.001 -1.795 0.191 -0.090 0.265
H -2.693 -1.637 -2.357 0.755 -0.853 0.608
H -3.236 -2.828 -1.281 -0.226 -0.641 0.588
H -1.789 -3.173 -2.181 1.248 -1.106 -0.619
As 1.231 -0.436 4.891 -1.687 0.046 0.181
F 0.110 0.622 3.965 0.860 -1.069 0.552
F 0.102 -0.334 6.311 1.194 -0.252 -1.628
F 2.313 -1.427 5.868 -0.519 0.050 -0.561
F 2.274 -0.629 3.479 -0.304 0.084 0.466
F 2.105 0.942 5.366 0.171 0.469 0.200
F 0.366 -1.876 4.280 0.355 0.602 0.477
As -2.845 -6.070 1.248 0.798 0.474 1.524
F -2.817 -7.627 0.487 -0.179 0.470 0.005
F -4.175 -6.527 2.265 0.378 0.263 -0.088
F -2.633 -4.457 2.027 -0.729 -0.886 -0.227
F -1.506 -5.556 0.258 0.065 -0.467 -0.226
F -3.974 -5.359 0.148 0.123 -0.161 -0.252
F -1.712 -6.685 2.511 -0.505 0.269 -0.765
C -5.244 -2.945 -3.767 -2.083 -0.123 0.007
C -5.709 -1.841 -2.824 -2.272 0.117 -0.077
O -6.236 -0.695 -3.543 0.960 -1.298 -0.732
C -6.988 0.117 -2.704 -0.411 1.049 -0.602
C -7.502 1.320 -3.520 -0.552 -1.941 0.160
H -5.186 -3.938 -3.288 0.277 0.605 0.063
H -6.084 -3.035 -4.489 0.680 -0.069 0.019
H -4.337 -2.700 -4.288 0.427 0.041 -0.200
H -6.593 -2.135 -2.150 1.432 -0.273 -0.732
H -4.923 -1.471 -2.231 1.046 0.350 1.140
H -7.787 -0.471 -2.252 -0.620 0.030 -0.203
H -6.420 0.458 -1.881 0.986 0.416 0.992
H -8.038 0.859 -4.328 -0.779 -0.152 -0.502
H -6.787 1.906 -4.061 0.819 0.537 0.502
H -8.208 1.862 -2.916 -0.092 0.649 0.108
C -6.340 -2.523 0.862 1.235 0.233 -0.656
O -6.721 -1.996 2.122 -0.041 -0.181 -1.724
C -6.646 -3.014 3.064 -0.996 -1.651 0.679
C -5.310 -2.994 3.689 1.875 -0.667 -1.111
N -5.132 -1.760 4.387 0.966 1.149 0.529
C -3.793 -1.537 4.967 -0.957 -2.064 1.334
C -3.744 -0.235 5.735 -0.061 -1.044 -0.736
O -3.782 0.793 4.796 0.519 1.342 -0.515
C -4.146 2.074 5.330 -1.343 -0.700 -2.133
H -5.465 -3.219 0.907 -0.563 0.418 0.264
H -6.003 -1.696 0.230 -0.235 0.071 0.037
H -7.127 -3.065 0.334 -0.361 0.050 0.253
H -6.881 -4.031 2.665 0.235 0.697 -0.127
H -7.415 -2.816 3.777 -0.529 0.228 0.787
H -4.591 -3.220 2.836 -0.225 0.712 0.670
H -5.070 -3.827 4.330 -0.503 -0.421 0.635
H -5.273 -0.987 3.747 -0.307 -0.021 -0.096
H -3.022 -1.643 4.238 0.919 0.341 -0.861
H -3.587 -2.412 5.673 -0.391 1.176 -0.541
H -2.828 -0.204 6.324 -0.049 0.191 0.386
H -4.673 -0.222 6.283 -0.137 0.098 0.907
H -3.914 2.171 6.357 0.152 -0.024 1.234
H -5.265 2.141 5.131 1.248 0.503 0.565
H -3.592 2.856 4.782 -0.346 -0.333 0.075
C -2.199 2.384 -7.265 0.736 0.396 -1.507
O -2.019 1.727 -6.086 0.213 -1.086 1.693
C -2.837 0.572 -5.944 -1.050 0.544 0.640
C -2.549 -0.046 -4.584 0.947 0.601 0.170
N -2.555 0.997 -3.539 0.736 -0.463 -0.168
C -3.795 1.771 -3.505 0.709 0.236 1.209
C -4.018 2.388 -2.133 -0.200 -0.981 -0.118
O -4.454 1.412 -1.187 0.239 1.164 0.829
C -4.857 2.121 0.027 0.475 -1.273 -0.942
H -3.218 2.429 -7.566 -1.292 0.031 -0.144
H -1.683 1.819 -8.056 0.142 0.508 -0.207
H -1.862 3.427 -7.188 0.293 -0.403 -0.002
H -2.777 -0.142 -6.742 0.724 -0.462 -0.730
H -3.882 0.896 -5.987 -0.163 0.126 0.130
H -1.512 -0.478 -4.642 -0.954 0.128 0.353
H -3.278 -0.804 -4.275 0.152 0.006 -0.527
H -1.766 1.600 -3.787 -0.400 0.050 0.281
H -4.599 1.065 -3.641 -0.510 0.060 -0.639
H -3.746 2.631 -4.181 -0.453 -0.482 -0.455
H -4.797 3.139 -2.175 -0.204 0.572 -0.275
H -3.106 2.814 -1.762 0.615 0.644 0.146
H -4.056 2.711 0.514 -0.125 -0.327 -0.424
H -5.145 1.280 0.637 -0.338 0.163 0.767
H -5.691 2.774 -0.203 -0.268 0.134 0.069
C -0.997 5.442 -0.289 -1.077 -0.391 0.830
O -1.553 4.749 -1.373 0.283 1.018 -2.028
C -0.965 5.285 -2.598 -0.312 -0.246 -0.643
C -1.915 5.018 -3.759 0.880 -0.702 0.331
N -3.143 5.729 -3.619 -1.134 0.178 0.192
C -4.146 5.410 -4.639 0.480 1.232 0.721
C -5.440 6.194 -4.442 1.002 0.403 0.247
O -5.819 6.164 -3.083 1.387 -1.129 -0.389
C -6.872 6.976 -2.780 -0.461 1.550 -0.866
H 0.069 5.444 -0.460 0.567 0.595 0.449
H -1.220 4.782 0.580 0.216 0.884 -0.133
H -1.474 6.471 -0.187 0.836 -1.105 0.021
H 0.010 4.847 -2.790 0.040 -0.824 0.178
H -0.684 6.339 -2.597 -0.759 0.473 0.791
H -1.987 3.919 -3.781 -0.427 -0.119 -0.181
H -1.467 5.289 -4.720 0.276 0.125 0.098
H -3.549 5.562 -2.706 0.076 0.038 0.091
H -4.437 4.383 -4.652 0.128 -1.080 -0.160
H -3.676 5.707 -5.576 -0.337 -0.254 -0.395
H -6.189 5.679 -5.002 -0.779 -0.035 -0.818
H -5.295 7.233 -4.794 -0.284 -0.225 0.219
H -7.848 6.629 -3.107 -0.241 -0.423 0.038
H -6.736 7.966 -3.231 -0.017 0.126 -0.225
H -6.823 7.166 -1.749 -0.393 -0.058 1.567
C 3.445 -2.388 -0.144 0.694 0.575 1.447
O 3.184 -1.365 -1.052 0.578 1.103 -0.655
C 4.236 -0.341 -1.054 -1.896 -0.841 0.391
C 3.720 0.790 -1.940 0.282 -0.552 0.228
N 4.692 1.758 -2.360 -0.133 0.462 0.450
C 5.759 1.425 -3.283 -0.355 0.509 1.244
C 6.151 2.711 -3.916 2.931 -0.459 0.013
O 7.088 2.427 -4.961 -0.152 -0.107 0.632
C 7.673 3.620 -5.424 0.148 -0.737 0.650
H 3.932 -3.252 -0.611 -0.092 -0.033 0.008
H 2.471 -2.643 0.289 0.345 -0.393 0.134
H 4.142 -1.991 0.685 -1.080 -0.766 -0.936
H 5.141 -0.852 -1.353 0.574 0.333 -0.233
H 4.270 -0.002 -0.018 0.595 0.130 0.140
H 2.917 1.302 -1.368 0.414 -0.311 -0.492
H 3.308 0.304 -2.817 -0.335 0.074 -0.287
H 5.049 2.283 -1.575 -0.099 0.068 0.180
H 5.407 0.748 -4.014 -0.389 -0.894 -0.796
H 6.650 1.036 -2.775 -0.044 -0.402 -0.214
H 6.710 3.284 -3.138 -0.575 0.170 -0.359
H 5.366 3.271 -4.322 -1.543 0.814 -0.330
H 6.945 4.126 -6.041 0.075 0.678 -0.307
H 8.563 3.324 -5.942 0.330 -0.003 -0.835
H 8.039 4.214 -4.581 -0.339 0.358 -0.010
C 3.992 -2.513 -4.347 -1.413 0.048 0.585
O 2.525 -2.386 -4.330 1.365 -0.673 0.032
C 1.842 -3.400 -3.579 1.237 0.313 1.071
C 0.571 -3.693 -4.234 -1.507 0.737 -2.593
N -0.278 -4.547 -3.507 -1.220 -2.218 1.241
C 0.064 -5.981 -3.595 -0.140 0.174 -0.191
C -1.009 -6.889 -3.015 0.309 -0.503 -0.156
O -2.263 -6.667 -3.608 0.275 0.295 -0.863
C -3.254 -7.497 -3.037 -0.337 1.651 1.108
H 4.250 -3.568 -4.351 0.147 -0.137 -0.295
H 4.420 -2.083 -3.440 -0.086 0.118 0.157
H 4.416 -1.983 -5.204 -0.410 -0.161 -0.017
H 1.615 -3.079 -2.554 0.329 0.276 -0.018
H 2.385 -4.354 -3.474 0.468 0.414 -0.226
H 0.792 -4.072 -5.268 -0.148 0.184 0.417
H 0.001 -2.766 -4.362 0.296 0.183 -0.131
H -1.279 -4.481 -3.714 0.648 0.282 -0.263
H 1.002 -6.137 -3.065 0.016 -0.248 0.218
H 0.247 -6.284 -4.622 0.057 0.065 -0.566
H -1.046 -6.696 -1.968 -0.286 0.187 1.159
H -0.803 -7.980 -3.125 0.546 0.650 -0.099
H -3.738 -6.878 -2.245 0.170 -0.813 -0.100
H -2.799 -8.380 -2.603 -0.201 -0.356 0.025
H -4.015 -7.707 -3.767 -0.110 -0.343 -0.467
C 9.907 -2.769 1.630 -0.839 -1.103 -0.626
O 8.630 -3.428 1.706 0.644 -0.936 0.434
C 8.573 -3.949 3.040 1.418 -0.248 0.903
C 7.387 -4.864 3.275 0.710 -0.929 -1.372
N 6.133 -4.175 3.093 -0.249 0.418 -0.298
C 5.874 -3.164 4.113 -1.701 0.159 0.479
C 5.556 -1.777 3.566 -0.741 -0.915 -0.171
O 6.773 -1.105 3.364 -0.065 0.419 -0.665
C 6.638 -0.279 2.222 0.714 -0.305 -0.040
H 9.772 -1.935 2.276 0.882 0.948 0.614
H 10.146 -2.481 0.618 -0.444 0.313 -0.403
H 10.693 -3.487 1.895 0.017 0.377 0.447
H 8.534 -3.121 3.731 -0.328 0.707 0.264
H 9.582 -4.395 3.356 -1.272 -0.139 -0.793
H 7.445 -5.404 4.248 -0.045 0.593 -0.560
H 7.445 -5.631 2.469 -0.084 0.167 0.625
H 6.138 -3.736 2.170 0.112 -0.177 0.276
H 6.712 -3.024 4.778 0.251 -0.231 0.491
H 4.979 -3.532 4.662 0.738 0.537 0.177
H 4.830 -1.187 4.162 0.511 -0.306 0.074
H 5.032 -1.964 2.604 0.203 0.301 0.186
H 6.311 -0.890 1.386 -0.290 -0.004 -0.296
H 7.595 0.132 1.926 0.342 0.100 0.301
H 5.955 0.534 2.404 -0.480 0.386 0.034
C 4.744 7.535 2.353 0.757 1.175 -1.553
O 3.586 8.240 1.905 0.482 -1.018 0.363
C 2.572 8.131 2.892 -0.472 0.009 -0.609
C 1.312 7.475 2.350 -1.226 0.437 -0.063
N 0.194 7.811 3.234 0.480 -0.409 0.757
C -1.071 7.159 3.041 -0.441 -0.934 -1.115
C -1.180 5.805 3.713 0.144 -0.456 0.876
O -0.190 4.921 3.281 1.007 0.171 -1.437
C -0.311 3.611 3.785 -0.339 1.025 0.210
H 5.120 7.977 3.250 0.253 0.324 0.875
H 5.549 7.659 1.597 -0.627 -0.087 0.261
H 4.602 6.488 2.521 -0.470 -0.802 0.022
H 2.395 9.130 3.294 -0.270 -0.001 0.055
H 2.865 7.472 3.687 0.484 -0.030 0.698
H 1.373 6.404 2.376 0.410 -0.563 -0.023
H 1.089 7.732 1.308 0.232 0.335 -0.149
H 0.053 8.788 3.288 0.038 1.024 -0.022
H -1.238 6.962 1.971 -0.204 0.241 -0.079
H -1.900 7.785 3.397 0.309 -0.087 -0.013
H -2.150 5.292 3.634 -0.259 0.520 -0.332
H -0.983 5.937 4.762 -0.221 0.317 0.980
H -1.194 3.153 3.354 -0.049 -0.630 -0.297
H -0.495 3.690 4.843 0.058 -0.312 0.789
H 0.624 3.098 3.618 -0.062 -0.332 -0.208
C 1.594 0.914 -5.157 0.995 0.541 2.375
O 2.292 2.017 -4.514 0.173 -1.149 -0.537
C 1.818 3.260 -4.918 -1.998 0.223 2.152
C 2.346 4.317 -3.914 0.128 1.112 -0.494
N 2.276 3.920 -2.502 -0.009 0.984 0.108
C 3.147 4.676 -1.570 -0.224 0.743 -0.477
C 2.986 4.396 -0.091 0.260 0.431 -0.324
O 3.540 3.164 0.223 1.179 -1.417 -0.063
C 3.524 2.747 1.590 -0.387 1.473 -0.485
H 2.049 -0.003 -4.740 -0.355 0.349 -0.400
H 1.689 0.959 -6.211 -0.007 0.024 -1.125
H 0.573 1.016 -4.813 -0.587 -0.347 -0.322
H 0.667 3.252 -4.918 1.189 0.030 0.207
H 2.088 3.482 -5.918 0.583 0.479 -1.153
H 1.747 5.249 -4.083 0.513 -0.556 0.143
H 3.392 4.556 -4.186 -0.186 -0.016 -0.049
H 2.595 2.985 -2.527 0.410 -1.277 0.320
H 2.986 5.771 -1.653 -0.409 -0.493 -0.299
H 4.245 4.609 -1.710 -0.264 -0.455 -0.592
H 1.974 4.395 0.268 -0.847 0.446 0.093
H 3.562 5.231 0.335 -0.162 -0.148 0.663
H 2.481 2.543 1.854 0.191 -0.397 0.338
H 3.833 3.605 2.235 0.180 -0.722 -0.217
H 4.191 1.878 1.661 -0.405 0.323 0.221
```
Forces are in eV/Å.

## Properties
E_LUMO   -2.405 eV
Frontier orbital gap   5.83 eV
E   -283361.98483 eV
HOMO level   -8.2 eV